{
  "formula": "C18H27N5",
  "method": "ωB97M-V/def2-TZVPD",
  "symbols": ["N", "N", "N", "C", "C", "C", "C", "C", "N", "N", "C", "C", "C", "C", "C", "C", "C", "C", "C", "C", "C", "C", "C", "H", "H", "H", "H", "H", "H", "H", "H", "H", "H", "H", "H", "H", "H", "H", "H", "H", "H", "H", "H", "H", "H", "H", "H", "H", "H", "H"],
  "positions_angstrom": [[-2.084, 0.174, -0.461], [2.300, 1.069, -1.440], [-3.021, -0.285, 0.442], [-0.873, -0.328, -0.057], [2.674, -0.038, -0.803], [-2.377, -1.066, 1.299], [0.466, -0.028, -0.536], [1.531, -0.616, -0.063], [-1.035, -1.198, 1.013], [0.916, 1.055, -1.209], [3.936, -1.706, -1.904], [-4.576, -1.368, 2.473], [-2.424, -1.042, 3.742], [-2.963, -3.205, 2.427], [4.049, -0.577, -0.853], [1.480, -1.743, 0.894], [0.125, -1.815, 1.688], [1.345, 3.374, -3.462], [1.015, 4.397, -2.492], [0.234, 2.377, -3.201], [0.879, 3.648, -1.164], [0.150, 2.321, -1.608], [-3.082, -1.657, 2.488], [3.024, -2.278, -1.915], [4.053, -1.230, -2.925], [4.753, -2.358, -1.874], [-5.023, -1.522, 3.452], [-5.021, -1.909, 1.668], [-4.775, -0.319, 2.212], [-1.351, -1.199, 3.875], [-2.549, 0.060, 3.565], [-2.950, -1.312, 4.684], [-1.913, -3.457, 2.551], [-3.316, -3.553, 1.485], [-3.508, -3.730, 3.239], [4.815, 0.136, -1.135], [4.360, -0.956, 0.141], [1.586, -2.698, 0.439], [2.345, -1.618, 1.499], [-0.078, -2.879, 1.862], [0.360, -1.398, 2.633], [2.336, 2.926, -3.364], [1.254, 3.653, -4.538], [0.080, 4.754, -2.736], [1.737, 5.278, -2.306], [-0.684, 2.591, -3.705], [0.592, 1.438, -3.644], [0.290, 4.146, -0.455], [1.830, 3.345, -0.679], [-0.914, 2.344, -1.244]],
  "forces_ev_per_a": [[2.6, -0.8, 1.2], [-2.4, -1.9, 1.3], [2.0, -0.8, 0.1], [-2.7, 0.8, -0.8], [-1.1, 1.1, 1.9], [-1.2, 0.0, 0.0], [-1.8, 2.8, 0.0], [4.2, -2.4, -0.8], [0.2, 1.6, -0.9], [-0.9, 3.1, -1.7], [0.7, 1.7, -1.6], [0.4, 1.8, -0.1], [-0.8, 1.3, 0.1], [0.6, 0.5, 1.4], [-0.3, -1.2, 0.2], [-1.2, 0.1, -0.6], [0.7, -0.9, -0.5], [0.1, -0.8, -2.8], [3.2, 2.3, 2.9], [1.3, -1.6, 0.9], [0.5, -2.3, -0.8], [0.2, -0.7, -1.2], [0.3, -1.3, 0.7], [-0.4, 0.0, 0.3], [-0.5, -0.4, 1.0], [1.3, -1.3, 0.3], [-0.1, -0.5, -0.1], [-0.6, -0.7, -0.2], [0.2, -0.1, 0.2], [-0.2, -0.3, -0.2], [0.1, -0.7, 0.6], [0.3, 0.1, -0.6], [0.1, -0.4, -0.1], [-0.3, -0.4, -0.8], [0.1, 0.5, -0.4], [-0.2, 0.3, -0.2], [-0.3, 0.0, -0.4], [0.3, -0.9, -0.8], [0.4, -0.1, 1.3], [-0.1, 0.4, -0.1], [-0.5, 0.8, 1.0], [-0.1, 0.0, 0.4], [0.2, 0.3, 0.7], [-2.1, 1.3, -0.5], [-1.0, -1.2, -0.8], [-0.7, 0.6, 0.0], [-0.5, -0.2, 0.5], [-0.8, 0.9, 1.1], [-0.3, 0.5, -0.5], [1.2, -0.8, -0.2]],
  "nbo_charge": [-0.277, -0.268, -0.288, 0.302, 0.187, 0.358, 0.091, -0.128, -0.364, -0.169, -0.597, -0.599, -0.606, -0.593, -0.442, -0.407, -0.199, -0.413, -0.399, -0.411, -0.411, -0.043, -0.096, 0.210, 0.212, 0.205, 0.210, 0.220, 0.232, 0.204, 0.219, 0.217, 0.191, 0.215, 0.215, 0.230, 0.205, 0.208, 0.225, 0.213, 0.206, 0.221, 0.205, 0.195, 0.205, 0.209, 0.219, 0.207, 0.223, 0.250],
  "homo_lumo_gap_ev": 8.9,
  "fmax_ev_per_a": 4.86,
  "homo_ev": -8.4,
  "smiles": "CCc1nn(C2CCCC2)c2c1CCn1c-2nnc1C(C)(C)C",
  "energy_ev": -26552.734,
  "de_lowest_ev": 0.000
}